Entry 1:
Formula: C6H9P
Source: the OMol25 dataset
Level of theory: ωB97M-V/def2-TZVPD

Results
energy relative to the best compared isomer or geometry (same formula, charge and spin) = 134.8 kcal per mole
HOMO-LUMO gap (spin up / spin down) = 8.2185 / 7.5474 eV

ORCA input file:
```
! RIJCOSX wB97M-V def2-TZVPD def2/J DEFGRID3
* xyz 0 1
C 0.774 -0.040 1.261
C 1.895 0.076 -1.357
C -1.600 0.109 0.508
C -0.262 -0.573 0.220
C 1.169 1.347 -1.118
C 0.926 0.245 -0.195
P -3.128 -0.554 -0.266
H 0.456 0.707 1.917
H 1.407 -0.747 1.733
H 1.461 -0.494 -2.103
H 3.003 -0.183 -1.076
H -1.923 0.199 1.653
H -1.360 1.216 0.087
H -0.131 -1.545 -0.051
H 0.479 1.874 -1.720
H -3.165 -1.636 0.506
*
```

=====

Entry 2:
Formula: C70H126F21N7O28S7
Source: the OMol25 dataset
Level of theory: ωB97M-V/def2-TZVPD

Results
HOMO-LUMO gap = 6.7105 eV

ORCA input file:
```
! RIJCOSX wB97M-V def2-TZVPD def2/J DEFGRID3
* xyz 0 1
C -0.634 -0.424 -0.405
C -1.222 0.310 -1.655
C -0.123 0.647 -2.603
C -0.575 1.182 -3.964
C -1.906 0.548 -4.519
C -2.293 -0.719 -3.838
N -2.283 -0.497 -2.377
O -3.217 -0.990 -1.722
C -1.330 -1.932 -3.966
C -3.706 -1.159 -4.287
C -2.123 1.508 -1.283
H 0.108 -1.271 -0.575
H -1.421 -0.770 0.240
H 0.087 0.297 0.023
H 0.562 -0.189 -2.713
H 0.394 1.445 -2.113
H 0.237 0.958 -4.644
H -0.571 2.259 -3.802
H -1.681 0.302 -5.561
H -2.777 1.205 -4.474
H -0.351 -1.733 -3.573
H -1.210 -2.093 -5.009
H -1.788 -2.802 -3.447
H -4.342 -0.281 -4.154
H -4.117 -2.048 -3.887
H -3.508 -1.351 -5.339
H -1.575 2.334 -0.859
H -2.882 1.172 -0.530
H -2.687 1.905 -2.120
C 6.009 -6.916 -2.241
C 4.838 -6.446 -1.421
C 5.220 -6.636 0.124
C 6.339 -5.690 0.640
C 6.109 -4.274 0.329
C 5.619 -3.856 -1.096
N 4.701 -4.961 -1.792
O 3.867 -4.522 -2.404
C 6.766 -3.661 -2.056
C 4.788 -2.615 -1.089
C 3.502 -7.133 -1.695
H 6.960 -6.582 -1.721
H 6.010 -6.472 -3.214
H 5.941 -7.992 -2.292
H 5.578 -7.662 0.314
H 4.351 -6.442 0.735
H 7.301 -6.078 0.187
H 6.461 -5.850 1.747
H 6.942 -3.640 0.371
H 5.484 -3.894 1.099
H 6.310 -3.234 -2.988
H 7.328 -4.586 -2.240
H 7.396 -2.924 -1.619
H 5.388 -1.860 -0.477
H 3.743 -2.684 -0.693
H 4.637 -2.208 -2.072
H 3.017 -7.130 -0.724
H 3.713 -8.174 -1.948
H 2.952 -6.554 -2.340
C 4.321 4.512 -4.940
C 3.975 3.016 -4.768
C 5.265 2.116 -4.676
C 6.077 2.314 -3.399
C 5.248 2.017 -2.139
C 4.004 2.903 -1.980
N 3.238 2.783 -3.301
O 2.046 2.435 -3.301
C 4.244 4.411 -1.750
C 3.108 2.372 -0.821
C 2.988 2.483 -5.804
H 4.633 4.548 -5.984
H 5.070 4.932 -4.345
H 3.441 5.175 -4.929
H 5.792 2.171 -5.698
H 4.946 1.069 -4.573
H 6.587 3.276 -3.328
H 6.844 1.478 -3.469
H 5.930 2.215 -1.285
H 4.961 0.982 -2.056
H 4.960 4.968 -2.326
H 4.574 4.522 -0.736
H 3.314 4.962 -1.804
H 3.532 2.638 0.132
H 2.946 1.304 -0.685
H 2.050 2.760 -0.874
H 2.835 1.461 -5.733
H 3.503 2.668 -6.748
H 2.017 2.981 -5.686
C -2.999 -4.030 2.682
C -2.195 -5.131 2.014
C -3.072 -6.432 1.825
C -2.377 -7.496 0.952
C -2.115 -7.013 -0.525
C -1.252 -5.743 -0.466
N -1.671 -4.762 0.658
O -1.303 -3.710 0.585
C -1.313 -4.910 -1.765
C 0.259 -6.215 -0.103
C -0.982 -5.619 2.870
H -3.354 -4.496 3.643
H -3.891 -3.827 2.087
H -2.472 -3.163 2.943
H -3.995 -6.139 1.292
H -3.464 -6.797 2.742
H -3.095 -8.388 0.868
H -1.506 -8.016 1.380
H -3.097 -6.699 -0.978
H -1.696 -7.743 -1.186
H -1.499 -5.664 -2.495
H -0.428 -4.279 -1.892
H -2.168 -4.247 -1.821
H 0.927 -5.462 0.221
H 0.628 -6.567 -1.071
H 0.217 -7.092 0.624
H -0.338 -4.743 3.065
H -0.388 -6.419 2.479
H -1.555 -5.853 3.772
C -3.502 5.317 0.673
C -2.244 5.932 1.271
C -2.480 6.130 2.763
C -1.205 6.125 3.656
C -0.244 4.912 3.317
C 0.239 4.933 1.847
N -1.082 4.987 0.986
O -1.179 4.368 0.042
C 1.004 3.622 1.533
C 1.136 6.056 1.390
C -1.784 7.303 0.505
H -4.393 5.948 0.862
H -3.559 4.357 1.108
H -3.333 5.179 -0.464
H -3.039 5.282 3.182
H -3.077 7.003 2.952
H -1.481 6.012 4.735
H -0.709 7.041 3.422
H -0.682 3.943 3.469
H 0.596 5.170 4.010
H 1.196 3.652 0.451
H 0.460 2.777 1.813
H 1.936 3.606 2.115
H 1.349 5.983 0.306
H 2.097 5.985 1.896
H 0.722 7.110 1.521
H -0.977 7.192 -0.293
H -1.393 8.015 1.224
H -2.588 7.801 0.044
C 1.203 -0.916 5.050
C 1.967 0.416 4.769
C 2.217 1.168 6.144
C 3.327 0.529 6.892
C 4.606 0.490 6.068
C 4.467 -0.367 4.803
N 3.267 -0.008 4.007
O 3.239 -0.034 2.894
C 4.330 -1.870 5.101
C 5.717 -0.291 3.911
C 1.193 1.252 3.775
H 1.232 -1.532 4.158
H 0.286 -0.654 5.593
H 1.785 -1.444 5.791
H 1.246 1.094 6.704
H 2.399 2.213 6.005
H 3.041 -0.505 7.116
H 3.468 0.993 7.842
H 5.458 0.019 6.599
H 4.917 1.483 5.801
H 4.210 -2.253 4.121
H 3.492 -2.174 5.714
H 5.215 -2.260 5.561
H 5.886 0.771 3.742
H 5.594 -0.770 2.967
H 6.555 -0.688 4.566
H 0.818 0.643 2.895
H 1.825 2.078 3.331
H 0.327 1.737 4.197
C -8.950 3.390 0.036
C -7.765 3.151 0.963
C -8.206 2.327 2.192
C -8.463 0.758 2.095
C -7.281 0.216 1.369
C -7.116 0.761 -0.044
N -6.838 2.203 0.281
O -5.657 2.589 0.125
C -8.356 0.517 -0.884
C -5.902 0.176 -0.764
C -6.940 4.386 1.396
H -8.556 3.950 -0.795
H -9.646 4.019 0.667
H -9.385 2.468 -0.394
H -9.165 2.653 2.502
H -7.501 2.429 2.976
H -9.347 0.584 1.531
H -8.507 0.283 3.080
H -7.400 -0.922 1.272
H -6.389 0.303 1.977
H -8.600 1.322 -1.556
H -9.255 0.156 -0.346
H -8.046 -0.321 -1.541
H -5.740 0.720 -1.710
H -6.066 -0.871 -0.867
H -5.022 0.463 -0.155
H -6.739 5.048 0.570
H -6.035 4.135 1.919
H -7.531 4.923 2.152
C 3.303 -2.807 -5.179
F 4.515 -3.193 -4.722
F 3.417 -2.306 -6.384
F 2.618 -3.953 -5.260
S 2.586 -1.575 -3.988
O 1.978 -2.507 -3.040
O 3.666 -0.795 -3.491
O 1.691 -0.714 -4.812
C -2.734 0.050 2.946
F -3.308 -0.595 3.993
F -1.433 -0.144 2.966
F -3.223 -0.531 1.853
S -3.116 1.811 3.033
O -2.301 2.416 1.931
O -4.507 1.994 2.707
O -2.685 2.168 4.373
C -0.411 5.203 -4.253
F -1.649 4.781 -4.097
F 0.074 4.359 -5.138
F -0.356 6.412 -4.859
S 0.549 5.225 -2.670
O 1.859 5.547 -3.261
O -0.169 6.245 -1.972
O 0.471 3.926 -2.033
C -5.546 3.609 -4.280
F -4.705 4.523 -4.752
F -6.547 3.547 -5.158
F -4.892 2.426 -4.435
S -6.243 4.074 -2.634
O -7.136 3.003 -2.256
O -5.110 4.205 -1.720
O -6.912 5.364 -2.944
C 2.911 -4.632 3.129
F 4.178 -4.863 3.327
F 2.248 -5.818 3.210
F 2.410 -3.866 4.141
S 2.737 -3.750 1.461
O 3.857 -2.899 1.692
O 2.871 -4.780 0.394
O 1.453 -3.120 1.447
C -6.071 -5.159 -1.480
F -5.860 -4.544 -2.655
F -7.328 -5.553 -1.510
F -5.218 -6.283 -1.378
S -5.739 -4.047 -0.128
O -4.346 -3.745 -0.448
O -6.732 -2.975 -0.319
O -5.926 -4.915 1.060
C 6.177 4.143 4.055
F 5.831 4.684 5.220
F 6.922 4.994 3.340
F 7.000 3.136 4.366
S 4.629 3.503 3.200
O 4.166 2.502 4.202
O 3.716 4.600 3.113
O 5.115 2.988 1.938
*
```